{
  "formula": "C31H46O2",
  "method": "ωB97M-V with the def2-TZVPD basis set",
  "elements": ["C", "C", "C", "C", "C", "C", "C", "O", "C", "C", "C", "C", "C", "C", "C", "O", "H", "H", "H", "H", "C", "H", "H", "H", "H", "H", "H", "C", "H", "H", "C", "C", "H", "H", "C", "C", "H", "H", "H", "C", "C", "H", "C", "H", "H", "C", "C", "H", "H", "H", "H", "C", "C", "H", "C", "H", "H", "C", "C", "H", "H", "H", "C", "H", "H", "H", "H", "H", "H", "H", "H", "H", "H", "H", "H", "H", "H", "H", "H"],
  "xyz": [[-3.784, -2.922, 0.509], [-3.797, -1.435, 0.310], [-4.217, -0.900, -0.831], [-4.291, 0.573, -1.139], [-2.936, 1.221, -1.224], [-2.021, 0.851, -2.147], [-0.664, 1.436, -2.179], [0.217, 0.974, -2.884], [-0.415, 2.590, -1.291], [0.787, 3.283, -1.388], [1.057, 4.338, -0.534], [0.128, 4.708, 0.427], [-1.079, 4.036, 0.518], [-1.364, 2.981, -0.342], [-2.673, 2.301, -0.248], [-3.506, 2.643, 0.573], [-1.820, 4.316, 1.252], [0.342, 5.524, 1.101], [1.991, 4.873, -0.617], [1.496, 2.982, -2.145], [-2.297, -0.201, -3.169], [-1.477, -0.242, -3.883], [-3.227, 0.010, -3.695], [-2.395, -1.175, -2.693], [-4.810, 0.709, -2.091], [-4.861, 1.091, -0.364], [-4.558, -1.559, -1.619], [-3.316, -0.630, 1.485], [-3.684, -1.093, 2.405], [-3.715, 0.382, 1.440], [-1.785, -0.559, 1.555], [-1.342, 0.351, 2.700], [-1.635, 1.377, 2.467], [-1.884, 0.057, 3.604], [0.162, 0.320, 3.017], [0.602, -1.076, 3.461], [1.569, -1.036, 3.957], [-0.117, -1.492, 4.164], [0.684, -1.750, 2.612], [0.996, 0.833, 1.838], [2.483, 0.953, 2.171], [2.594, 1.560, 3.074], [3.314, 1.599, 1.060], [4.366, 1.565, 1.355], [3.029, 2.652, 0.980], [3.167, 0.969, -0.332], [4.097, 1.684, -1.311], [3.920, 1.339, -2.327], [3.936, 2.759, -1.279], [5.137, 1.490, -1.058], [2.137, 1.125, -0.665], [3.437, -0.538, -0.335], [3.006, -1.211, -1.643], [2.161, -0.668, -2.069], [2.619, -2.679, -1.443], [3.402, -3.170, -0.859], [2.577, -3.174, -2.416], [1.269, -2.880, -0.741], [1.140, -4.321, -0.249], [1.214, -5.014, -1.085], [1.927, -4.559, 0.463], [0.179, -4.476, 0.238], [0.103, -2.538, -1.664], [-0.842, -2.619, -1.128], [0.193, -1.525, -2.045], [0.078, -3.221, -2.511], [1.220, -2.217, 0.130], [3.820, -1.160, -2.368], [2.887, -0.995, 0.485], [4.499, -0.721, -0.153], [2.889, -0.033, 2.395], [0.866, 0.159, 0.991], [0.620, 1.816, 1.541], [0.318, 1.004, 3.861], [-1.398, -0.182, 0.606], [-1.387, -1.563, 1.705], [-4.081, -3.447, -0.395], [-2.789, -3.258, 0.797], [-4.468, -3.198, 1.311]],
  "total_charge": 0,
  "smiles": "CC1=C(C/C=C(/C)CCC[C@@H](C)CCC[C@@H](C)CCCC(C)C)C(=O)c2ccccc2C1=O",
  "relative_energy_kcal_mol": 0.0
}

{
  "formula": "C31H47F6N2Sn",
  "method": "ωB97M-V with the def2-TZVPD basis set",
  "elements": ["C", "C", "C", "C", "Sn", "C", "C", "C", "C", "C", "C", "C", "C", "H", "H", "H", "H", "H", "H", "H", "H", "H", "H", "H", "H", "H", "H", "H", "H", "H", "H", "H", "H", "H", "H", "H", "H", "H", "H", "H", "H", "C", "N", "C", "C", "F", "F", "F", "C", "C", "C", "C", "C", "C", "C", "C", "C", "N", "C", "C", "C", "F", "F", "F", "C", "C", "C", "C", "H", "H", "H", "H", "H", "H", "H", "H", "H", "H", "H", "H", "H", "H", "H", "H", "H", "H", "H"],
  "xyz": [[1.534, -6.028, 2.207], [0.482, -5.397, 1.269], [1.018, -5.127, -0.159], [-0.069, -4.565, -1.109], [-0.063, -2.216, -1.028], [2.012, -2.057, -2.008], [2.437, -0.597, -2.169], [3.919, -0.448, -2.566], [4.325, 0.994, -2.795], [-1.336, -2.096, -2.935], [-0.824, -2.707, -4.261], [-0.419, -1.673, -5.337], [-0.195, -2.306, -6.716], [-0.457, -0.848, 0.522], [1.077, -6.263, 3.181], [1.927, -6.968, 1.795], [2.370, -5.325, 2.350], [-0.378, -6.085, 1.194], [0.088, -4.463, 1.710], [1.910, -4.473, -0.078], [1.411, -6.063, -0.599], [0.068, -4.952, -2.137], [-1.121, -4.762, -0.822], [2.629, -2.634, -1.293], [1.989, -2.573, -2.999], [1.810, -0.142, -2.959], [2.238, -0.024, -1.241], [4.545, -0.944, -1.825], [4.082, -1.022, -3.492], [5.387, 1.106, -2.985], [3.790, 1.413, -3.654], [4.076, 1.615, -1.920], [-2.278, -2.549, -2.581], [-1.448, -0.996, -3.003], [0.031, -3.391, -4.095], [-1.651, -3.319, -4.676], [-1.211, -0.915, -5.444], [0.477, -1.139, -4.984], [-0.067, -1.544, -7.493], [0.688, -2.961, -6.699], [-1.064, -2.910, -7.020], [3.791, 4.765, 3.001], [3.828, 3.560, 2.228], [5.006, 3.381, 1.366], [4.763, 3.931, -0.001], [5.780, 3.669, -0.876], [3.610, 3.384, -0.522], [4.544, 5.287, 0.003], [2.757, 2.702, 2.205], [2.913, 1.388, 1.685], [1.839, 0.551, 1.576], [0.513, 0.962, 1.945], [-0.574, -0.029, 1.521], [-1.949, 0.550, 1.813], [-2.914, -0.046, 2.637], [-4.227, 0.400, 2.642], [-4.654, 1.471, 1.819], [-5.956, 1.902, 1.794], [-6.485, 2.507, 0.633], [-6.834, 1.774, 2.939], [-6.658, 2.969, 3.811], [-7.357, 2.921, 4.978], [-5.324, 3.185, 4.127], [-7.061, 4.086, 3.102], [-3.673, 2.106, 1.018], [-2.354, 1.693, 1.098], [0.370, 2.306, 2.457], [1.473, 3.152, 2.599], [3.274, 4.630, 3.969], [4.803, 5.148, 3.180], [3.314, 5.570, 2.423], [5.841, 3.957, 1.797], [5.304, 2.333, 1.258], [3.902, 1.060, 1.340], [1.953, -0.434, 1.125], [-0.432, -1.006, 2.095], [-2.655, -0.945, 3.199], [-4.990, -0.126, 3.230], [-5.967, 2.132, -0.253], [-7.562, 2.283, 0.576], [-6.343, 3.594, 0.686], [-7.889, 1.840, 2.618], [-6.593, 0.863, 3.481], [-4.002, 2.889, 0.313], [-1.607, 2.161, 0.446], [-0.625, 2.714, 2.736], [1.366, 4.165, 3.037]],
  "total_charge": -1
}

One value per record, in order, for Kohn-Sham gap: 7.68; 5.33 eV.
One value per record, in order, for E_tot: -36989.766; -58024.750 eV.